The following is a DFT calculation (ωB97M-V/def2-TZVPD) of a molecular structure, C47H96BClN4O14PS3.

Values from the calculation:
Kohn-Sham gap = 0.2271 hartree
total energy = -5141.273979 Ha
E_LUMO = -3.961 eV
charge = +1

Each line ends with the Mulliken charge.
Cartesian coordinates (Å):
C (3.078, 0.047, 6.103)  -0.803
C (2.015, -0.205, 7.201)  -0.889
C (0.636, -0.651, 6.644)  0.703
C (-0.574, 0.074, 7.275)  -1.402
N (-1.363, 0.906, 6.317)  0.373
C (-0.844, 2.283, 6.202)  -1.326
C (0.613, 2.426, 5.724)  0.534
C (0.838, 3.642, 4.828)  -1.768
C (0.382, 3.435, 3.377)  -0.301
C (1.415, 2.714, 2.537)  0.380
C (1.311, 1.372, 2.150)  0.084
N (0.203, 0.637, 2.586)  -0.466
C (0.342, -0.392, 3.244)  0.783
S (0.452, -1.803, 3.849)  -0.185
C (2.253, 0.769, 1.294)  0.677
C (2.047, -0.654, 0.819)  0.228
Cl (3.383, -1.717, 1.405)  -0.101
C (1.840, -0.777, -0.717)  -0.559
C (0.553, -1.539, -1.047)  -1.300
C (3.337, 1.516, 0.891)  0.828
C (4.393, 0.965, -0.023)  -2.388
N (3.461, 2.821, 1.296)  0.438
P (4.799, 3.838, 0.724)  0.030
N (4.318, 4.724, -0.462)  -0.711
C (2.516, 3.430, 2.076)  0.881
C (2.617, 4.889, 2.359)  -1.618
B (1.796, 5.683, 1.215)  0.612
O (1.557, 6.998, 1.466)  -0.527
O (1.329, 5.017, 0.107)  -0.566
C (-2.694, 1.034, 6.898)  -0.239
S (-2.957, 1.229, 8.491)  -0.161
S (-4.152, 0.979, 5.948)  0.013
C (-3.792, 1.208, 4.189)  1.042
C (-4.772, 2.259, 3.601)  -0.303
C (-4.097, 3.381, 2.803)  -1.308
H (2.762, -0.318, 5.124)  0.114
H (4.035, -0.410, 6.354)  0.371
H (3.279, 1.116, 6.000)  0.209
H (1.911, 0.720, 7.768)  0.310
H (2.414, -0.970, 7.866)  0.571
H (0.549, -1.724, 6.812)  1.023
H (0.672, -0.493, 5.568)  -1.815
H (-1.256, -0.691, 7.633)  0.542
H (-0.232, 0.678, 8.118)  0.573
H (-0.949, 2.818, 7.154)  0.384
H (-1.515, 2.795, 5.500)  0.756
H (1.213, 2.575, 6.624)  0.595
H (1.023, 1.541, 5.235)  -0.693
H (1.887, 3.934, 4.880)  0.786
H (0.273, 4.467, 5.274)  0.388
H (0.159, 4.407, 2.930)  0.628
H (-0.570, 2.908, 3.396)  -0.501
H (1.160, -1.079, 1.269)  0.178
H (2.692, -1.270, -1.181)  0.445
H (1.779, 0.240, -1.108)  0.307
H (0.614, -1.924, -2.066)  0.405
H (0.443, -2.401, -0.388)  0.078
H (-0.310, -0.878, -0.987)  0.422
H (4.506, 1.629, -0.886)  0.644
H (5.363, 0.898, 0.470)  0.483
H (4.153, -0.022, -0.385)  0.226
H (5.307, 4.513, 1.839)  0.172
H (5.783, 2.931, 0.354)  0.194
H (4.450, 5.717, -0.299)  0.270
H (2.148, 5.137, 3.306)  0.161
H (3.628, 5.276, 2.423)  0.427
H (1.595, 7.544, 0.672)  0.328
H (2.026, 4.860, -0.552)  0.360
H (-2.755, 1.503, 4.099)  -1.124
H (-3.974, 0.257, 3.692)  0.500
H (-5.309, 2.728, 4.429)  0.228
H (-5.522, 1.748, 3.000)  0.334
H (-3.810, 4.216, 3.442)  0.321
H (-4.801, 3.766, 2.064)  0.404
H (-3.241, 3.006, 2.250)  0.254
C (-12.731, 0.070, 5.165)  -0.809
O (-11.454, -0.405, 4.792)  -0.305
C (-11.027, -0.058, 3.490)  -0.608
C (-9.668, 0.612, 3.461)  -0.100
O (-9.568, 1.870, 4.105)  -0.466
C (-9.690, 1.956, 5.515)  -0.324
C (-8.589, 1.302, 6.325)  -0.202
O (-8.565, -0.108, 6.202)  -0.356
C (-7.320, -0.659, 5.841)  -0.474
H (-13.503, -0.671, 4.938)  0.282
H (-12.724, 0.243, 6.242)  0.242
H (-12.977, 1.012, 4.667)  0.386
H (-11.763, 0.584, 2.993)  0.353
H (-10.946, -0.982, 2.904)  0.359
H (-9.454, 0.821, 2.409)  0.427
H (-8.887, -0.072, 3.802)  -0.003
H (-10.674, 1.625, 5.850)  0.079
H (-9.635, 3.026, 5.730)  0.428
H (-8.771, 1.543, 7.379)  0.392
H (-7.623, 1.738, 6.046)  0.069
H (-6.736, 0.032, 5.225)  0.001
H (-7.505, -1.564, 5.259)  0.327
H (-6.741, -0.925, 6.731)  0.307
C (4.419, -5.302, -5.613)  -0.808
O (3.413, -4.752, -6.438)  -0.293
C (2.092, -4.862, -5.950)  -0.491
C (1.352, -3.539, -5.907)  -0.333
O (1.867, -2.551, -5.027)  -0.389
C (3.133, -1.968, -5.282)  -0.340
C (3.265, -1.137, -6.543)  -0.200
O (3.151, -1.903, -7.724)  -0.290
C (2.218, -1.431, -8.675)  -0.870
H (4.624, -6.341, -5.889)  0.273
H (5.330, -4.720, -5.760)  0.242
H (4.147, -5.257, -4.554)  0.382
H (2.078, -5.324, -4.956)  0.330
H (1.535, -5.521, -6.628)  0.390
H (0.353, -3.759, -5.520)  0.452
H (1.206, -3.135, -6.910)  0.069
H (3.929, -2.714, -5.223)  0.132
H (3.296, -1.282, -4.444)  0.301
H (4.268, -0.690, -6.541)  0.150
H (2.534, -0.320, -6.524)  0.361
H (1.385, -0.903, -8.203)  0.421
H (1.820, -2.293, -9.210)  0.257
H (2.703, -0.766, -9.398)  0.252
C (4.734, 2.691, -6.505)  -0.786
O (5.789, 2.239, -7.322)  -0.306
C (5.392, 1.581, -8.515)  -0.239
C (6.023, 2.162, -9.764)  -0.453
O (5.679, 3.496, -10.084)  -0.459
C (6.116, 4.561, -9.260)  -0.225
C (7.610, 4.814, -9.217)  -0.491
O (8.336, 3.764, -8.606)  -0.303
C (9.424, 3.260, -9.353)  -0.816
H (4.488, 1.932, -5.754)  0.204
H (5.063, 3.595, -5.989)  0.268
H (3.840, 2.935, -7.086)  0.400
H (4.301, 1.584, -8.620)  0.289
H (5.715, 0.535, -8.438)  0.320
H (5.644, 1.568, -10.600)  0.423
H (7.106, 2.021, -9.758)  0.115
H (5.706, 4.477, -8.251)  0.017
H (5.666, 5.453, -9.702)  0.417
H (7.768, 5.723, -8.622)  0.380
H (7.976, 5.011, -10.230)  0.342
H (9.255, 3.348, -10.430)  0.401
H (9.537, 2.203, -9.110)  0.239
H (10.350, 3.779, -9.090)  0.274
C (-3.292, -8.503, -1.770)  -0.814
O (-2.322, -7.476, -1.706)  -0.303
C (-2.745, -6.206, -2.156)  -0.571
C (-2.506, -5.102, -1.144)  0.070
O (-3.223, -5.191, 0.073)  -0.481
C (-2.936, -6.230, 0.994)  -0.287
C (-1.569, -6.190, 1.645)  -0.298
O (-0.509, -6.418, 0.735)  -0.354
C (0.510, -5.450, 0.734)  -0.683
H (-3.222, -9.044, -2.718)  0.278
H (-3.095, -9.203, -0.957)  0.246
H (-4.307, -8.113, -1.650)  0.389
H (-3.803, -6.220, -2.439)  0.366
H (-2.165, -5.955, -3.053)  0.318
H (-2.866, -4.179, -1.610)  0.440
H (-1.437, -4.959, -0.967)  -0.134
H (-3.136, -7.212, 0.563)  0.061
H (-3.664, -6.092, 1.798)  0.414
H (-1.541, -6.987, 2.399)  0.420
H (-1.443, -5.234, 2.166)  0.137
H (0.126, -4.461, 1.009)  0.219
H (0.921, -5.385, -0.276)  0.269
H (1.318, -5.726, 1.421)  0.343